No. 1
This record from the OMol25 dataset describes a molecular structure, C10H24AlN2O8P. The level of theory is ωB97M-V with the def2-TZVPD basis set.

The geometry in XYZ format:
```
46
Properties=species:S:1:pos:R:3:mulliken_charge:R:1
Al 4.78 1.95 -7.46 -0.06
P 3.07 -0.18 -8.27 0.17
O 2.67 1.15 -7.63 -0.05
O 4.67 -0.18 -8.27 -0.57
O 3.14 -0.56 -9.78 -0.82
O 2.99 -1.56 -7.58 -0.84
C 8.84 2.15 -8.02 -1.16
C 7.76 1.00 -7.80 -0.18
O 6.47 1.29 -8.31 -0.14
H 8.68 3.12 -7.57 0.21
H 8.99 2.33 -9.09 0.29
H 9.79 1.78 -7.62 0.39
H 7.61 0.94 -6.73 0.00
H 8.13 0.08 -8.26 0.38
C 4.98 5.52 -5.40 -0.99
C 6.01 4.45 -5.67 -0.87
O 5.79 3.09 -6.12 0.03
H 4.23 5.05 -4.76 0.16
H 4.62 5.84 -6.38 0.16
H 5.32 6.43 -4.90 0.40
H 6.62 4.38 -4.77 0.55
H 6.65 4.96 -6.39 0.34
C 2.21 3.44 -7.17 0.16
O 3.40 3.34 -7.09 -0.01
N 1.58 3.81 -8.40 0.31
C 2.45 4.00 -9.50 -1.27
C 0.21 3.95 -8.68 -1.00
H 1.45 3.18 -6.41 0.19
H 3.51 4.15 -9.29 0.22
H 2.08 4.84 -10.10 0.46
H 2.37 3.10 -10.11 0.38
H -0.45 3.58 -7.89 0.30
H -0.14 4.98 -8.77 0.34
H -0.03 3.45 -9.61 0.36
C 3.05 1.93 -4.95 -0.46
O 3.59 1.83 -6.07 0.08
N 3.76 2.12 -3.78 0.37
C 3.02 2.19 -2.50 -1.09
C 5.22 2.11 -3.84 -1.18
H 1.95 1.98 -4.92 0.37
H 3.69 2.66 -1.78 0.36
H 2.78 1.19 -2.15 0.35
H 2.02 2.63 -2.57 0.31
H 5.61 1.54 -3.00 0.46
H 5.63 1.56 -4.69 0.38
H 5.61 3.12 -3.78 0.21
```

Summary:
**Lowest unoccupied orbital energy**: 4.4 eV
**Net charge**: -2
**2S+1**: 1
**HOMO-LUMO gap**: 2.66 eV

No. 2
This record from the OMol25 dataset describes a molecular structure, C10H24AsF2N2OS2Y. The level of theory is ωB97M-V with the def2-TZVPD basis set.

The geometry in XYZ format:
```
43
Properties=species:S:1:pos:R:3:mulliken_charge:R:1
Y 0.48 0.41 -0.49 1.08
F 0.49 2.37 1.45 -0.16
C 1.65 1.90 0.84 -0.36
F 1.69 0.48 1.44 -0.32
H 2.50 2.39 1.31 0.40
C 0.04 3.92 -1.69 -0.77
S -0.99 2.44 -1.79 -0.02
C -2.30 2.85 -0.61 -0.76
H 0.34 4.11 -0.66 0.26
H -0.52 4.76 -2.09 0.37
H 0.92 3.76 -2.31 0.32
H -2.83 3.72 -0.98 0.38
H -1.87 3.05 0.37 0.25
H -2.98 2.00 -0.56 0.32
C 3.79 -2.56 -1.78 -1.05
As 2.54 -1.66 -2.91 0.69
C 3.45 -0.54 -4.15 -1.05
C 1.43 -2.91 -3.81 -1.05
O 1.55 -0.68 -1.92 -0.49
H 4.43 -3.18 -2.40 0.41
H 3.25 -3.18 -1.07 0.36
H 4.40 -1.82 -1.26 0.36
H 4.08 -1.16 -4.79 0.41
H 4.07 0.18 -3.61 0.36
H 2.72 -0.02 -4.77 0.36
H 2.04 -3.57 -4.43 0.41
H 0.72 -2.38 -4.44 0.37
H 0.89 -3.50 -3.06 0.36
C -4.10 -1.38 2.46 -0.90
N -2.86 -0.85 2.99 0.04
C -2.64 -0.77 4.44 -0.60
C -1.25 -0.11 4.53 -0.60
N -0.75 -0.32 3.17 0.02
C -1.72 -0.66 2.33 0.73
S -1.57 -0.91 0.63 -0.55
H -4.93 -0.81 2.87 0.32
H -4.22 -2.43 2.74 0.34
H -4.11 -1.29 1.38 0.30
H -2.66 -1.77 4.86 0.34
H -3.42 -0.17 4.91 0.39
H -0.61 -0.59 5.26 0.35
H -1.31 0.95 4.75 0.32
H 0.17 -0.04 2.86 0.09
```

Summary:
**Lowest unoccupied orbital energy**: -5.4 eV
**Net charge**: +2
**2S+1**: 1
**HOMO-LUMO gap**: 9.65 eV
**Energy relative to the best compared isomer or geometry (same formula, charge and spin)**: 0.0 kJ/mol